The following is a DFT calculation (ωB97M-V with the def2-TZVPD basis set) of the molecule C42H34F6N2O2S at a distorted geometry.

XYZ file:
```
87
C42H34F6N2O2S (ωB97M-V with the def2-TZVPD basis set)
O 2.9365 -4.0526 2.0121
S 2.2697 -3.2085 1.0304
O 2.9854 -2.5736 -0.0441
C 1.1550 -4.4151 0.2774
C 1.1478 -5.6965 0.8234
C 0.4043 -6.7061 0.1995
C -0.2235 -6.4190 -1.0277
C -0.0887 -5.1656 -1.6318
C 0.6525 -4.1727 -0.9933
C 1.2327 -1.7558 1.6513
C 1.6836 -1.7809 3.1472
C 0.6360 -1.7490 4.0896
C 0.9295 -1.5126 5.4471
C 2.2516 -1.4405 5.8983
C 3.2683 -1.7442 4.9774
C 3.0037 -1.9398 3.6003
C 1.2348 -0.4250 0.8252
C 0.8658 -0.5414 -0.7231
C 1.9174 -0.5404 -1.6288
C 1.7282 -0.5713 -3.0049
C 0.4158 -0.6003 -3.5421
N 0.2146 -0.8343 -4.8885
C -1.0551 -1.3845 -5.4156
C -1.1167 -2.8529 -5.1411
F -2.2105 -3.5027 -5.5954
F -1.0875 -3.0399 -3.7670
F -0.0096 -3.5224 -5.6047
C 1.0754 -0.2718 -5.8680
C 0.8998 1.0440 -6.3251
C 1.6090 1.5285 -7.3979
C 2.5256 0.6779 -8.0519
C 2.6890 -0.6576 -7.6352
C 1.9349 -1.1205 -6.5782
C -0.6449 -0.4256 -2.6378
C -0.4273 -0.3694 -1.2570
C 0.3566 0.7719 1.4320
C 0.4909 1.0202 2.7962
C -0.2833 1.9345 3.4638
C -1.1248 2.8397 2.7917
N -1.9691 3.7052 3.4519
C -2.2914 3.4547 4.8448
C -3.4446 2.4852 4.8764
F -3.8155 2.1019 6.1186
F -4.5268 3.0583 4.2434
F -3.1294 1.3486 4.1574
C -2.3617 4.9759 2.9256
C -3.5007 5.0992 2.1136
C -4.0036 6.3347 1.7622
C -3.3470 7.4881 2.2174
C -2.2263 7.3958 3.0665
C -1.7839 6.1535 3.4533
C -1.0650 2.8015 1.3764
C -0.3347 1.8140 0.7334
H 1.7084 -5.8955 1.7182
H 0.3379 -7.6690 0.6794
H -0.7794 -7.1831 -1.5454
H -0.5517 -4.9563 -2.5874
H 0.8321 -3.2133 -1.4692
H 0.2090 -2.1609 1.5668
H -0.3882 -1.7164 3.7182
H 0.1295 -1.3058 6.1207
H 2.4876 -1.2426 6.9203
H 4.2892 -1.7704 5.3248
H 3.8734 -2.0504 2.9331
H 2.2778 -0.1636 0.8874
H 2.9614 -0.6173 -1.2687
H 2.5595 -0.7284 -3.7049
H -1.0834 -1.2237 -6.4865
H -1.9060 -0.9436 -4.9150
H 0.1860 1.6851 -5.8065
H 1.4618 2.5579 -7.7660
H 3.0617 1.0409 -8.9141
H 3.3931 -1.3284 -8.1561
H 1.9769 -2.1494 -6.2385
H -1.6764 -0.4221 -3.0384
H -1.3017 -0.2281 -0.6083
H 1.2090 0.4542 3.4056
H -0.2658 1.9390 4.5703
H -1.4602 3.0050 5.3742
H -2.5978 4.3852 5.3188
H -3.9635 4.1712 1.7748
H -4.9093 6.3981 1.1432
H -3.7338 8.4628 1.9516
H -1.7385 8.3116 3.4276
H -0.9398 6.0552 4.1322
H -1.6826 3.5501 0.8593
H -0.4189 1.9113 -0.3662
```

Calculated values
**Calculated total energy**: -78319.6470 eV
**Energy above the lowest of the compared OMol25 structures with the same formula, charge and spin**: 141.0 kJ/mol
**Total charge**: 0
**Structure (SMILES)**: O=S(=O)(c1ccccc1)[C@@H](c1ccccc1)C(c1ccc(N(CC(F)(F)F)c2ccccc2)cc1)c1ccc(N(CC(F)(F)F)c2ccccc2)cc1
**LUMO level**: 0.610 eV
**Frontier orbital gap**: 8.475 eV

Atom charges from the Mulliken analysis, given in e for atoms 1 to 4: -0.675, 1.366, -0.634, -0.211



The following is a DFT calculation (ωB97M-V with the def2-TZVPD basis set) of a cluster of 2 separate species, C6H14O in total.

XYZ file:
```
21
C6H14O (ωB97M-V with the def2-TZVPD basis set)
C -0.9963 1.9744 0.7116
C 0.4342 1.4886 0.6698
C 1.2384 1.8883 -0.5457
O 0.9123 0.8126 1.5660
H -1.4947 1.6253 1.6316
H -1.5560 1.5919 -0.1585
H -1.0260 3.0768 0.6920
H 0.7690 1.4915 -1.4615
H 1.2915 2.9871 -0.6253
H 2.2649 1.4907 -0.4758
C -1.1634 -1.7194 0.6322
C -0.4472 -1.4514 -0.6911
C 1.0392 -1.7987 -0.6154
H -1.0734 -2.7854 0.9008
H -2.2340 -1.4638 0.5605
H -0.7103 -1.1146 1.4356
H -0.9223 -2.0503 -1.4918
H -0.5600 -0.3830 -0.9580
H 1.1651 -2.8659 -0.3672
H 1.5406 -1.5996 -1.5775
H 1.5282 -1.1952 0.1677
```

Calculated values
**Calculated total energy**: -8496.5364 eV
**Energy above the lowest of the compared OMol25 structures with the same formula, charge and spin**: 34.3 kJ/mol
**Total charge**: 0
**Structure (SMILES)**: CC(C)=O.CCC
**LUMO level**: 0.906 eV
**Frontier orbital gap**: 10.701 eV

Atom charges from the Mulliken analysis, given in e for atoms 1 to 4: -1.134, 0.848, -1.130, -0.547



The following is a DFT calculation (ωB97M-V with the def2-TZVPD basis set) of a structure of composition C12H17AsBrNOS4W at a distorted geometry.

XYZ file:
```
38
C12H17AsBrNOS4W (ωB97M-V with the def2-TZVPD basis set)
W 0.5686 -0.9041 1.8953
S 2.2720 -2.3993 2.6040
As 2.6875 -0.2780 3.0302
S -0.1421 -0.0762 3.9864
S -0.8898 -1.9120 3.4911
S 4.1301 0.2937 4.2590
C 0.5988 2.6061 -2.1156
C 0.1996 3.0124 -0.6791
C -1.2292 3.5709 -0.6520
C 1.1967 4.0551 -0.1299
C 0.3034 1.8137 0.1427
C 0.4283 0.7886 0.8075
H 0.5719 3.4942 -2.7478
H -0.0987 1.8743 -2.5247
H 1.6060 2.1906 -2.1458
H -1.2438 4.5212 -1.1854
H -1.5652 3.7529 0.3689
H -1.9312 2.8975 -1.1446
H 1.1953 4.9190 -0.7946
H 2.2095 3.6550 -0.0839
H 0.9036 4.3856 0.8663
C -2.2040 -0.3855 -0.2590
O -1.7416 -0.7604 1.0591
H -2.9743 -1.0838 -0.5808
H -1.3525 -0.4373 -0.9304
H -2.5937 0.6297 -0.2510
H -2.4522 -0.6167 1.7058
Br 2.4489 -1.3034 -0.6367
C 1.0863 -2.6040 -0.6296
C 1.0452 -3.5778 -1.5978
C 0.0147 -4.5053 -1.5312
C -0.9225 -4.4125 -0.5108
C -0.8068 -3.4020 0.4135
N 0.1943 -2.5004 0.3630
H 1.7957 -3.6076 -2.3746
H -0.0526 -5.2915 -2.2718
H -1.7365 -5.1183 -0.4298
H -1.5200 -3.2848 1.2141
```

Calculated values
**Calculated total energy**: -192287.6997 eV
**Energy above the lowest of the compared OMol25 structures with the same formula, charge and spin**: 117.9 kJ/mol
**Total charge**: +2
**LUMO level (alpha / beta)**: -9.243 / -9.243 eV
**Frontier orbital gap (alpha / beta)**: 5.751 / 5.751 eV

Atom charges from the Mulliken analysis, given in e for atoms 1 to 4: 0.876, -0.075, 0.444, -0.014



The following is a DFT calculation (ωB97M-V with the def2-TZVPD basis set) of a structure of composition C9H28N2O11V at a distorted geometry.

XYZ file:
```
51
C9H28N2O11V (ωB97M-V with the def2-TZVPD basis set)
V 0.1738 -0.0115 -0.0005
N -1.9280 -1.3413 1.2384
O -1.1122 -0.7174 1.8227
O -2.9112 -1.8660 1.8152
O -1.6523 -1.2585 0.0287
N 2.5326 1.8824 -1.5613
O 1.6255 1.1848 -1.0670
O 3.6726 1.5872 -1.3436
O 2.2560 2.7695 -2.3394
C -2.0810 3.1015 2.2833
C -2.0679 2.2522 1.0507
O -0.7332 2.0202 0.5897
H -1.5450 2.6919 3.1395
H -3.0739 3.2864 2.6931
H -1.4763 3.9893 2.0982
H -2.7345 2.6904 0.3079
H -2.5480 1.2816 1.1752
H -0.2355 2.7663 0.9322
C -0.0111 -3.5437 -1.9249
C -0.3569 -2.1833 -2.5122
O 0.5175 -1.2718 -2.0388
H 0.9705 -3.9519 -2.1656
H -0.6398 -4.2358 -2.4852
H -0.2913 -3.7340 -0.8888
H -1.3781 -1.9001 -2.2571
H -0.2188 -2.0821 -3.5887
H 1.2417 -1.2295 -2.6675
C -1.8609 2.8634 -2.4868
C -1.1164 1.5880 -2.7544
O -1.3607 0.7519 -1.6386
H -1.9693 3.4346 -3.4088
H -1.2715 3.4644 -1.7943
H -2.8629 2.7937 -2.0634
H -0.0525 1.7093 -2.9582
H -1.5654 1.0428 -3.5847
H -2.2871 0.5003 -1.6234
C 1.8330 -3.1183 2.7475
C 1.0667 -3.0593 1.3935
O 1.3455 -1.8187 0.6796
H 2.4668 -3.9955 2.8771
H 1.1350 -3.2342 3.5767
H 2.2724 -2.1619 3.0312
H 0.0186 -3.2140 1.6497
H 1.3017 -3.9302 0.7816
H 2.2887 -1.8176 0.5009
C 2.8143 1.0806 2.0694
O 1.4317 0.6856 1.7487
H 3.2912 0.2621 2.6086
H 3.3517 1.2776 1.1418
H 2.7191 2.0499 2.5588
H 1.0149 0.6687 2.6133
```

Calculated values
**Calculated total energy**: -60962.5573 eV
**Multiplicity**: 3
**<S²>**: 2.010
**Total charge**: +1
**LUMO level (alpha / beta)**: -5.601 / -4.506 eV
**Frontier orbital gap (alpha / beta)**: 6.817 / 7.913 eV

Atom charges from the Mulliken analysis, given in e for atoms 1 to 4: 1.274, 0.959, -0.501, -0.626



The following is a DFT calculation (ωB97M-V with the def2-TZVPD basis set) of the molecule C2H3NO2 at a distorted geometry.

XYZ file:
```
8
C2H3NO2 (ωB97M-V with the def2-TZVPD basis set)
C -0.4109 1.0040 -0.5618
C 0.0136 0.2199 0.4497
N 0.2965 -1.2034 0.2945
O 0.1905 -1.6088 -0.8565
O 0.7114 -1.8410 1.2712
H -0.3448 2.0260 -0.5116
H -0.7010 0.5238 -1.4785
H 0.2447 0.8795 1.3929
```

Calculated values
**Calculated total energy**: -7703.4574 eV
**Energy above the lowest of the compared OMol25 structures with the same formula, charge and spin**: 423.1 kJ/mol
**Total charge**: 0
**Structure (SMILES)**: C=C[N+](=O)[O-]
**LUMO level**: -0.794 eV
**Frontier orbital gap**: 10.427 eV

Atom charges from the Mulliken analysis, given in e for atoms 1 to 4: -0.585, -0.028, 0.847, -0.525



The following is a DFT calculation (ωB97M-V with the def2-TZVPD basis set) of a cluster of 3 separate species, C2H8O4 in total at a distorted geometry.

XYZ file:
```
14
C2H8O4 (ωB97M-V with the def2-TZVPD basis set)
C 2.2201 -0.8425 0.9122
C 1.2300 -1.3046 -0.1206
O 0.8707 -2.4584 -0.2025
O 0.7146 -0.3363 -0.8874
H 1.8152 -0.1104 1.5684
H 3.0656 -0.4178 0.3633
H 2.6149 -1.6843 1.4744
H -0.0715 -0.7627 -1.2961
O -1.5868 -0.7614 -2.2538
H -1.2262 -0.3070 -3.0186
H -2.2705 -1.3892 -2.4877
O -2.8019 3.2364 1.9581
H -2.1352 3.4135 1.2836
H -2.4389 3.7247 2.7068
```

Calculated values
**Calculated total energy**: -10394.1353 eV
**Energy above the lowest of the compared OMol25 structures with the same formula, charge and spin**: 53.9 kJ/mol
**Total charge**: 0
**Structure (SMILES)**: CC(=O)O.O.O
**LUMO level**: 0.478 eV
**Frontier orbital gap**: 10.529 eV

Atom charges from the Mulliken analysis, given in e for atoms 1 to 4: -0.963, 0.766, -0.562, -0.480



The following is a DFT calculation (ωB97M-V with the def2-TZVPD basis set) of a structure of composition C38H28N6O5S2SnTe.

XYZ file:
```
81
C38H28N6O5S2SnTe (ωB97M-V with the def2-TZVPD basis set)
Sn -0.1774 0.3506 1.0181
C -4.5016 -0.3643 2.3879
C -5.2646 -0.5050 1.2376
C -4.6643 -0.3518 -0.0006
C -3.3018 -0.0494 -0.0983
C -2.5032 0.0988 1.0534
C -3.1480 -0.0734 2.2867
C -2.6657 0.1034 -1.4452
C -3.3548 -0.1994 -2.6579
C -2.6961 -0.0958 -3.8442
C -1.3361 0.2907 -3.8695
C -0.5613 0.3668 -5.0532
C 0.7618 0.6998 -4.9850
C 1.3673 0.9774 -3.7391
C 0.6395 0.9243 -2.5833
C -0.7341 0.5784 -2.6316
N -1.4179 0.4958 -1.4606
H -4.9602 -0.4772 3.3648
H -6.3228 -0.7337 1.3013
H -5.2754 -0.4629 -0.8851
H -2.5696 0.0539 3.1944
H -4.3827 -0.5232 -2.6384
H -3.1972 -0.3312 -4.7777
H -1.0324 0.1355 -6.0028
H 1.3634 0.7293 -5.8855
H 2.4253 1.2016 -3.6982
H 1.0848 1.1044 -1.6152
O 1.3845 1.8492 7.2802
C 1.2502 1.5782 6.1049
C 0.0288 1.8230 5.2602
O -0.9868 2.4062 5.6215
C 0.3106 1.2292 3.9678
C 1.6439 0.7244 3.9010
O 2.1513 0.1728 2.8953
C 2.2806 0.9130 5.2230
O 3.4065 0.5912 5.5586
O -0.5393 1.1946 2.9907
N 3.7035 1.1463 0.7289
C 3.1667 2.3040 0.2992
N 1.8935 2.5488 0.3528
C 1.6015 3.8056 -0.0998
C 2.6520 4.5311 -0.5663
S 4.1089 3.6057 -0.3924
C 0.2078 4.2540 0.0047
C -0.2113 5.5349 -0.1531
S -1.9013 5.6458 0.1844
C -1.9084 3.9415 0.5331
N -0.7603 3.3440 0.3792
N -3.0557 3.3113 0.8804
H 3.1362 0.6104 1.3935
H 4.6993 1.0834 0.8294
H 2.6581 5.5201 -0.9891
H 0.3783 6.4034 -0.3888
H -3.7540 3.8565 1.3561
H -2.9380 2.3625 1.2163
C -0.5435 -6.0808 3.3928
C -0.5476 -4.6586 2.9091
C -1.0459 -4.3186 1.6603
C -1.0076 -2.9936 1.2522
N -0.5088 -2.0238 2.0070
C -0.0253 -2.3380 3.2063
C -0.0326 -3.6317 3.6951
H -0.9827 -6.7486 2.6522
H -1.1076 -6.1805 4.3219
H 0.4755 -6.4177 3.5902
H -1.4435 -5.0720 0.9926
H -1.3727 -2.7004 0.2735
H 0.3872 -1.5255 3.7894
H 0.3794 -3.8325 4.6763
Te 1.4370 -2.1880 -1.3348
C 2.5576 -1.9845 -3.1079
C 1.9382 -1.8634 -4.3591
C 2.6708 -1.6977 -5.5247
C 4.0588 -1.6407 -5.4860
C 4.6927 -1.7461 -4.2532
C 3.9567 -1.9105 -3.0901
H 0.8556 -1.8894 -4.4061
H 2.1490 -1.6061 -6.4729
H 4.6342 -1.5110 -6.3956
H 5.7758 -1.6941 -4.1961
H 4.4673 -1.9802 -2.1370
```

Calculated values
**Calculated total energy**: -93836.4987 eV
**Energy above the lowest of the compared OMol25 structures with the same formula, charge and spin**: 26.0 kJ/mol
**Total charge**: -2
**LUMO level**: 3.738 eV
**Frontier orbital gap**: 4.753 eV

Atom charges from the Mulliken analysis, given in e for atoms 1 to 4: 0.963, -0.789, -0.726, -0.631



The following is a DFT calculation (ωB97M-V with the def2-TZVPD basis set) of the molecule C3H3NO2 at a distorted geometry.

XYZ file:
```
9
C3H3NO2 (ωB97M-V with the def2-TZVPD basis set)
O -2.4767 -0.3530 -0.0150
C -1.3296 -0.0295 -0.1358
C -0.2271 0.9932 -0.2303
C 0.8773 0.3688 -0.0301
N 0.9292 -0.9695 -0.2782
O -0.4512 -1.3009 -0.1474
H -0.5679 1.9213 -0.1857
H 1.7908 0.8028 0.4206
H 1.4551 -1.4332 0.6019
```

Calculated values
**Calculated total energy**: -8741.4230 eV
**Energy above the lowest of the compared OMol25 structures with the same formula, charge and spin**: 357.8 kJ/mol
**Total charge**: 0
**Structure (SMILES)**: O=c1cc[nH]o1
**LUMO level**: 0.597 eV
**Frontier orbital gap**: 10.388 eV

Atom charges from the Mulliken analysis, given in e for atoms 1 to 4: -0.493, 0.665, -0.549, -0.229



> Among the records above, which one has the lowest calculated total energy?

C12H17AsBrNOS4W